{"formula": "C7H6N2O", "method": "wB97M-V/def2-TZVPD", "elements": ["C", "C", "C", "C", "C", "C", "C", "N", "N", "O", "H", "H", "H", "H", "H", "H"], "xyz": [[-1.734, 1.648, 0.169], [2.561, 1.341, -0.362], [2.573, -0.703, 0.417], [1.328, 0.804, -0.293], [-2.169, -0.961, 0.622], [-1.829, -0.843, -0.914], [-1.862, 0.299, -0.061], [-1.604, 2.772, 0.287], [1.323, -0.458, 0.131], [3.344, 0.352, 0.114], [2.995, 2.217, -0.660], [2.968, -1.526, 0.988], [-3.141, -1.231, 0.987], [-1.309, -1.436, 1.317], [-0.875, -1.248, -1.212], [-2.570, -1.024, -1.531]], "atomic_forces_ev_per_a": [[-0.2, -2.8, -0.9], [-1.8, -2.2, 0.7], [-0.9, 1.1, -0.3], [-0.6, 0.5, -0.8], [3.1, -0.8, 0.6], [3.0, -0.3, 3.4], [-0.4, 0.3, 1.5], [0.2, 2.8, 0.5], [0.0, -0.6, 0.7], [2.2, -0.8, 0.7], [0.9, 1.9, -0.6], [0.3, -0.1, -0.4], [-0.5, 0.2, -0.2], [-1.9, 1.3, -1.8], [0.3, 0.0, 0.0], [-3.6, -0.7, -3.1]], "nbo_charge": [0.208, -0.053, 0.314, 0.241, -0.432, -0.409, 0.006, -0.289, -0.535, -0.389, 0.218, 0.205, 0.229, 0.234, 0.240, 0.214], "de_lowest_kcal_mol": 152.6, "energy_ev": -12376.7377, "e_lumo_ev": [-0.79, -0.85], "gap_ev": [9.1119, 7.7143]}